{
  "formula": "C2H7NO3",
  "method": "ωB97M-V/def2-TZVPD",
  "gap_ev": [11.56, 5.43],
  "lumo_energy_ev": [-4.007, -10.095],
  "spin_multiplicity": 2,
  "s2": 0.7546,
  "total_charge": 1,
  "elements": ["O", "C", "O", "C", "N", "H", "H", "H", "H", "H", "H", "H", "O"],
  "positions_angstrom": [[1.103, -0.565, -0.834], [0.241, 0.165, -1.301], [0.243, 0.693, -2.538], [-0.898, 0.728, -0.500], [-0.924, 0.452, 0.921], [0.753, 0.137, -3.051], [-1.786, 0.346, -1.099], [-0.854, 1.838, -0.668], [0.004, -0.125, 1.095], [-0.815, 1.335, 1.445], [0.752, -0.927, 2.234], [0.816, -2.424, 2.256], [1.363, -1.653, 2.041]]
}


{
  "formula": "C2H7NO3PS",
  "method": "ωB97M-V/def2-TZVPD",
  "gap_ev": 8.09,
  "lumo_energy_ev": 3.584,
  "smiles": "C[C@@H](N)S[P@@](=O)([O-])O",
  "total_charge": -1,
  "elements": ["C", "C", "N", "S", "P", "O", "O", "O", "H", "H", "H", "H", "H", "H", "H"],
  "positions_angstrom": [[-2.068, 0.864, 0.685], [-0.742, 0.192, 0.367], [-0.954, -1.040, -0.334], [0.379, 1.350, -0.554], [2.228, -0.109, 0.020], [3.487, 0.641, -0.186], [1.868, -0.787, 1.275], [2.023, -1.128, -1.260], [-2.599, 1.117, -0.231], [-1.901, 1.773, 1.258], [-2.679, 0.179, 1.272], [-0.208, -0.037, 1.292], [-0.070, -1.538, -0.383], [-1.246, -0.847, -1.288], [2.482, -0.630, -1.932]]
}


{
  "formula": "C2H7NO3S",
  "method": "ωB97M-V/def2-TZVPD",
  "gap_ev": 10.80,
  "lumo_energy_ev": 0.870,
  "elements": ["C", "C", "N", "O", "O", "O", "S", "H", "H", "H", "H", "H", "H", "H"],
  "positions_angstrom": [[0.533, -2.009, -1.006], [-0.949, 1.251, 0.059], [-0.239, 2.476, 0.454], [0.699, -1.524, 1.731], [1.107, -0.624, -0.660], [-0.854, 0.107, 0.882], [0.734, -0.335, 0.937], [1.406, -2.631, -1.299], [0.010, -1.696, -1.882], [-0.073, -2.430, -0.204], [-1.989, 1.516, 0.129], [-0.644, 1.098, -0.933], [0.755, 2.176, 0.297], [-0.497, 2.624, 1.495]]
}


{
  "formula": "C2H7NO3S2",
  "method": "ωB97M-V/def2-TZVPD",
  "gap_ev": [5.00, 6.11],
  "lumo_energy_ev": [0.492, -3.396],
  "spin_multiplicity": 3,
  "s2": 2.0045,
  "elements": ["C", "C", "N", "O", "O", "O", "S", "S", "H", "H", "H", "H", "H", "H", "H"],
  "positions_angstrom": [[1.799, 0.429, 0.064], [-0.162, -0.793, 0.735], [1.044, -0.806, -0.069], [-0.751, 1.118, -1.133], [-2.648, 0.376, 0.164], [-0.772, 1.743, 1.174], [-1.279, -2.160, 0.320], [-1.230, 0.748, 0.284], [1.138, 1.275, 0.193], [2.413, 0.410, 1.023], [2.502, 0.500, -0.766], [-0.087, -0.745, 1.820], [-1.378, 1.136, -1.825], [0.760, -1.234, -0.980], [-1.349, -1.998, -1.005]]
}


{
  "formula": "C2H7NO4",
  "method": "ωB97M-V/def2-TZVPD",
  "gap_ev": [10.03, 5.60],
  "lumo_energy_ev": [-5.442, -9.872],
  "spin_multiplicity": 2,
  "s2": 0.7617,
  "total_charge": 1,
  "elements": ["O", "C", "N", "C", "O", "H", "H", "H", "H", "H", "O", "H", "H", "O"],
  "positions_angstrom": [[-1.605, 1.262, -1.505], [-1.069, 0.675, -0.680], [-0.115, -0.389, -0.655], [0.562, -0.839, -1.807], [0.565, -0.146, -2.853], [-1.352, 0.926, 0.301], [0.094, -0.886, 0.174], [1.197, -1.838, -1.838], [0.025, -0.365, 2.132], [-0.583, 0.905, 2.813], [-0.738, 0.115, 2.242], [1.455, 0.325, 3.504], [2.759, -0.571, 3.300], [1.811, -0.579, 3.255]]
}


{
  "formula": "C2H7NO5",
  "method": "ωB97M-V/def2-TZVPD",
  "gap_ev": 10.95,
  "lumo_energy_ev": -0.080,
  "smiles": "O=CNC(=O)O.O.O",
  "elements": ["O", "C", "N", "C", "O", "O", "H", "H", "H", "O", "H", "H", "O", "H", "H"],
  "positions_angstrom": [[1.923, -2.361, 0.510], [1.528, -1.141, 0.576], [0.705, -0.646, -0.424], [0.126, -1.567, -1.319], [-0.963, -1.378, -1.845], [0.738, -2.634, -1.827], [2.141, -0.462, 1.306], [0.468, 0.230, -0.531], [1.512, -2.880, -1.278], [-2.377, 0.321, 1.106], [-2.529, -0.339, 0.494], [-2.218, 1.133, 0.577], [-0.751, 3.846, 0.987], [-0.084, 4.473, 1.329], [-0.218, 3.406, 0.340]]
}